# 1
{
  "formula": "CH5NO",
  "method": "ωB97M-V with the def2-TZVPD basis set",
  "lumo_energy_ha": -0.0150,
  "homo_ev": -9.50,
  "spin_multiplicity": 1,
  "de_lowest_kcal_mol": 67.2,
  "energy_ha": -170.975169,
  "smiles": "N=O.C",
  "species": ["N", "O", "H", "C", "H", "H", "H", "H"],
  "coordinates": [[-1.456, 1.186, -1.720], [-0.552, 1.979, -1.618], [-1.927, 0.856, -0.857], [0.797, -0.817, 0.853], [1.246, -1.753, 0.953], [-0.164, -0.826, 0.260], [0.540, -0.470, 1.795], [1.515, -0.155, 0.334]]
}

# 2
{
  "formula": "CH5NO2S",
  "method": "ωB97M-V with the def2-TZVPD basis set",
  "lumo_energy_ha": 0.0231,
  "homo_ev": -8.52,
  "spin_multiplicity": 1,
  "de_lowest_kcal_mol": 72.0,
  "energy_ha": -644.429499,
  "species": ["C", "N", "O", "O", "S", "H", "H", "H", "H", "H"],
  "coordinates": [[0.516, -0.245, 1.188], [-1.082, 0.213, -1.216], [-2.260, 0.558, 0.871], [0.957, 0.787, 0.380], [-1.394, -0.449, 0.288], [1.102, -1.121, 1.067], [0.413, 0.047, 2.317], [-0.230, -0.069, -1.675], [-1.125, 1.293, -1.305], [0.239, 1.468, 0.766]]
}

# 3
{
  "formula": "CH5NO2S",
  "method": "ωB97M-V with the def2-TZVPD basis set",
  "lumo_energy_ha": 0.0262,
  "homo_ev": -9.01,
  "spin_multiplicity": 1,
  "de_lowest_kcal_mol": 61.7,
  "energy_ha": -644.446006,
  "smiles": "C=O.NSO",
  "species": ["C", "O", "H", "H", "N", "S", "O", "H", "H", "H"],
  "coordinates": [[0.718, -0.566, 2.787], [-0.481, -0.574, 2.685], [1.335, 0.183, 3.460], [1.320, -1.358, 2.205], [0.980, 0.593, -2.237], [0.182, 0.740, -0.739], [-1.264, -0.084, -1.038], [1.050, 1.461, -2.658], [1.575, -0.162, -2.253], [-1.853, 0.685, -1.369]]
}

# 4
{
  "formula": "CH5NOP",
  "method": "ωB97M-V with the def2-TZVPD basis set",
  "lumo_energy_ha": [0.1732, 0.1667],
  "total_charge": -1,
  "homo_ev": [0.11, -2.31],
  "spin_multiplicity": 3,
  "de_lowest_kcal_mol": 27.8,
  "energy_ha": -512.248578,
  "species": ["C", "N", "O", "P", "H", "H", "H", "H", "H"],
  "coordinates": [[0.474, -0.812, 0.474], [-1.196, 0.127, -1.178], [-2.171, 0.475, -1.875], [-0.139, 0.774, -0.135], [-0.256, -1.771, 0.401], [1.322, -1.078, -0.202], [0.816, -0.715, 1.629], [-0.081, 1.582, 1.228], [1.231, 1.419, -0.342]]
}

Repeat the second record exactly.
{
  "formula": "CH5NO2S",
  "method": "ωB97M-V with the def2-TZVPD basis set",
  "lumo_energy_ha": 0.0231,
  "homo_ev": -8.52,
  "spin_multiplicity": 1,
  "de_lowest_kcal_mol": 72.0,
  "energy_ha": -644.429499,
  "species": ["C", "N", "O", "O", "S", "H", "H", "H", "H", "H"],
  "coordinates": [[0.516, -0.245, 1.188], [-1.082, 0.213, -1.216], [-2.260, 0.558, 0.871], [0.957, 0.787, 0.380], [-1.394, -0.449, 0.288], [1.102, -1.121, 1.067], [0.413, 0.047, 2.317], [-0.230, -0.069, -1.675], [-1.125, 1.293, -1.305], [0.239, 1.468, 0.766]]
}